1.
Here is one molecule with the formula C13H18N4S2 from the Open Molecules 2025 dataset. Energies are from the ωB97M-V functional and the def2-TZVPD basis.

## Properties
Multiplicity ... 1
E_LUMO ... 0.68 eV
Energy relative to the best compared isomer or geometry (same formula, charge and spin) ... 0.000 eV
SMILES ... CCCSc1nc(N)c2c3c(sc2n1)CN(C)CC3
HOMO-LUMO gap ... 8.36 eV
Electronic energy ... -41405.1078 eV

Atoms and positions in Å:
C  1.146  0.266  -4.661
C  2.177  -0.761  -5.109
C  2.657  -1.638  -3.961
S  1.321  -2.688  -3.279
C  0.843  -1.788  -1.863
N  1.559  -0.729  -1.506
C  1.192  -0.043  -0.430
N  1.941  1.048  -0.130
C  0.055  -0.430  0.315
C  -0.592  0.096  1.475
C  -1.640  -0.669  1.866
S  -1.922  -2.055  0.839
C  -0.577  -1.597  -0.157
N  -0.208  -2.276  -1.229
C  -2.503  -0.386  3.045
N  -1.873  0.606  3.897
C  -2.741  0.984  4.989
C  -1.427  1.745  3.117
C  -0.246  1.340  2.233
H  0.855  0.901  -5.495
H  0.256  -0.231  -4.283
H  1.550  0.892  -3.869
H  1.749  -1.394  -5.889
H  3.047  -0.250  -5.530
H  3.019  -1.042  -3.127
H  3.429  -2.329  -4.298
H  1.904  1.421  0.802
H  2.806  1.139  -0.636
H  -2.653  -1.300  3.627
H  -3.500  -0.050  2.694
H  -3.004  0.092  5.556
H  -3.670  1.469  4.649
H  -2.210  1.669  5.648
H  -1.112  2.534  3.805
H  -2.239  2.146  2.484
H  -0.016  2.157  1.544
H  0.626  1.153  2.868

---

2.
Here is C63H51Cl2MoN3O2P2 as an isolated structure in a non-equilibrium geometry from the Open Molecules 2025 dataset. Energies are from the ωB97M-V functional and the def2-TZVPD basis.

## Properties
Multiplicity ... 1
E_LUMO ... -6.70 eV
Energy relative to the best compared isomer or geometry (same formula, charge and spin) ... 0.398 eV
HOMO-LUMO gap ... 6.30 eV
Electronic energy ... -120191.0741 eV
Net charge ... +2

Atoms and positions in Å:
Mo  0.286  -0.394  0.218
O  1.993  -0.144  0.605
C  3.103  -0.172  1.527
C  2.448  -0.680  2.824
C  1.342  0.214  3.313
C  1.465  0.819  4.552
C  0.512  1.724  4.972
C  -0.518  2.028  4.107
C  -0.617  1.370  2.890
C  -1.707  1.795  1.952
C  -1.139  2.389  0.644
O  -0.307  1.388  0.051
C  -2.216  2.869  -0.318
C  -3.502  3.192  0.099
C  -4.399  3.792  -0.774
C  -4.025  4.067  -2.078
C  -2.739  3.756  -2.500
C  -1.838  3.173  -1.622
C  -0.256  3.581  1.021
C  -0.831  4.826  1.268
C  -0.060  5.867  1.762
C  1.292  5.679  2.013
C  1.872  4.450  1.747
C  1.101  3.406  1.253
N  0.269  0.422  2.519
C  3.747  1.204  1.606
C  3.967  1.909  0.425
C  4.713  3.074  0.430
C  5.265  3.542  1.617
C  5.044  2.849  2.795
C  4.284  1.685  2.791
C  4.159  -1.118  0.972
C  4.193  -1.431  -0.381
C  5.224  -2.198  -0.899
C  6.236  -2.656  -0.068
C  6.207  -2.343  1.283
C  5.179  -1.569  1.800
H  2.043  -1.671  2.614
H  3.204  -0.787  3.597
H  2.319  0.586  5.171
H  0.589  2.206  5.937
H  -1.245  2.789  4.352
H  -2.361  0.959  1.729
H  -2.297  2.558  2.455
H  -3.815  3.018  1.118
H  -5.387  4.057  -0.425
H  -4.720  4.542  -2.756
H  -2.422  4.009  -3.503
H  -0.817  2.990  -1.934
H  -1.882  4.995  1.074
H  -0.519  6.829  1.944
H  1.888  6.489  2.412
H  2.928  4.294  1.921
H  1.563  2.451  1.044
H  3.569  1.531  -0.510
H  4.881  3.610  -0.495
H  5.864  4.442  1.620
H  5.470  3.206  3.723
H  4.154  1.149  3.721
H  3.407  -1.079  -1.038
H  5.241  -2.434  -1.955
H  7.048  -3.244  -0.472
H  6.993  -2.693  1.938
H  5.186  -1.318  2.853
N  -1.853  -0.767  -1.670
P  -0.206  -0.611  -2.161
C  0.361  -1.993  -3.148
C  -0.297  -2.282  -4.345
C  0.158  -3.316  -5.139
C  1.278  -4.048  -4.755
C  1.949  -3.742  -3.582
C  1.492  -2.708  -2.774
C  -0.102  0.760  -3.308
C  1.176  1.286  -3.499
C  1.383  2.266  -4.453
C  0.319  2.711  -5.228
C  -0.950  2.180  -5.046
C  -1.167  1.207  -4.082
P  -2.281  -0.937  0.032
C  -3.985  -0.289  -0.022
C  -4.691  -0.119  -1.210
C  -6.037  0.220  -1.177
C  -6.685  0.395  0.033
C  -5.993  0.200  1.222
C  -4.656  -0.150  1.195
C  -2.695  -2.503  0.855
C  -1.966  -2.800  2.004
C  -2.353  -3.848  2.830
C  -3.470  -4.599  2.510
C  -4.221  -4.290  1.378
C  -3.846  -3.241  0.564
H  -2.400  0.016  -2.028
H  -1.167  -1.710  -4.647
H  -0.353  -3.551  -6.063
H  1.633  -4.854  -5.382
H  2.826  -4.305  -3.294
H  2.016  -2.468  -1.857
H  2.011  0.925  -2.907
H  2.372  2.678  -4.599
H  0.480  3.470  -5.981
H  -1.774  2.524  -5.656
H  -2.166  0.805  -3.960
H  -4.240  -0.304  -2.175
H  -6.578  0.337  -2.106
H  -7.731  0.668  0.054
H  -6.501  0.304  2.171
H  -4.149  -0.360  2.130
H  -1.100  -2.205  2.272
H  -1.784  -4.070  3.723
H  -3.770  -5.419  3.148
H  -5.108  -4.862  1.142
H  -4.442  -3.000  -0.307
Cl  -1.850  -3.560  -2.069
C  -0.827  -4.286  -0.888
C  -0.916  -5.667  -0.849
C  -0.071  -6.411  -0.046
C  0.906  -5.761  0.680
C  0.994  -4.382  0.634
Cl  2.293  -3.689  1.519
C  0.103  -3.566  -0.094
N  0.199  -2.185  0.060
H  -1.655  -6.148  -1.473
H  -0.156  -7.488  -0.012
H  1.616  -6.308  1.282

---

3.
Here is C5H8NO3S as an isolated structure in a non-equilibrium geometry from the Open Molecules 2025 dataset. Energies are from the ωB97M-V functional and the def2-TZVPD basis.

## Properties
Multiplicity ... 1
E_LUMO ... 3.49 eV
Energy relative to the best compared isomer or geometry (same formula, charge and spin) ... 2.710 eV
HOMO-LUMO gap ... 7.18 eV
Electronic energy ... -23780.2372 eV
Net charge ... -1

Atoms and positions in Å:
C  -0.415  -0.526  0.139
C  -1.289  -1.470  0.574
C  -2.217  -0.096  -1.249
C  -1.069  -2.472  1.669
C  -0.265  1.249  -1.527
N  -1.009  0.196  -0.883
O  2.053  1.179  0.694
O  4.146  2.465  0.418
O  -2.444  -1.489  -0.035
S  3.025  1.786  -0.259
H  0.569  -0.250  0.478
H  -1.978  -3.061  1.781
H  -0.852  -1.966  2.608
H  -0.230  -3.125  1.425
H  0.501  0.808  -2.167
H  -0.936  1.867  -2.125
H  0.252  1.850  -0.778
H  2.156  3.055  -0.765

---

4.
Here is one molecule with the formula C3H4ClNOS from the Open Molecules 2025 dataset. Energies are from the ωB97M-V functional and the def2-TZVPD basis.

## Properties
Multiplicity ... 1
E_LUMO ... 0.35 eV
Energy relative to the best compared isomer or geometry (same formula, charge and spin) ... 0.573 eV
SMILES ... O=C(/C=C\Cl)NS
HOMO-LUMO gap ... 9.13 eV
Electronic energy ... -30070.2963 eV

Atoms and positions in Å:
O  -1.399  1.782  -0.005
C  -0.510  0.937  0.004
C  0.916  1.377  0.000
C  2.076  0.722  0.006
Cl  2.307  -0.999  -0.001
N  -0.783  -0.391  -0.005
S  -2.408  -0.980  0.002
H  0.971  2.473  -0.009
H  3.038  1.261  0.009
H  -0.037  -1.085  -0.014
H  -2.875  0.263  0.019

---

5.
Here is C29H27FN6O6PPd as an isolated structure from the Open Molecules 2025 dataset. Energies are from the ωB97M-V functional and the def2-TZVPD basis.

## Properties
Multiplicity ... 3
E_LUMO (alpha / beta) ... -3.24 / -3.68 eV
Expectation value of S² ... 2.005
HOMO-LUMO gap (alpha / beta) ... 6.99 / 6.55 eV
Electronic energy ... -67221.3014 eV
Net charge ... +1

Atoms and positions in Å:
Pd  -0.247  -2.544  -1.875
C  -0.392  7.990  6.977
O  -0.220  6.617  7.305
C  -0.226  5.721  6.298
C  -0.358  6.050  4.951
C  -0.350  5.044  3.997
C  -0.212  3.711  4.360
C  -0.080  3.397  5.715
C  -0.086  4.383  6.675
C  -0.216  2.682  3.319
N  -0.329  2.902  2.027
C  -0.294  1.662  1.451
C  -0.158  0.675  2.396
N  -0.103  1.343  3.594
C  -0.094  -0.715  2.077
C  0.035  -1.768  2.996
C  0.083  -3.061  2.545
C  0.006  -3.301  1.169
N  -0.115  -2.325  0.294
C  -0.175  -1.046  0.715
C  -0.331  -0.015  -0.295
N  -0.429  -0.407  -1.584
C  -0.615  0.490  -2.532
C  -0.691  1.859  -2.258
C  -0.575  2.284  -0.959
C  -0.396  1.335  0.059
H  -0.381  8.526  7.920
H  -1.346  8.156  6.474
H  0.425  8.347  6.347
H  -0.467  7.076  4.637
H  -0.455  5.291  2.949
H  0.030  2.370  6.045
H  0.015  4.149  7.726
H  -0.034  0.939  4.511
H  0.092  -1.562  4.058
H  0.174  -3.892  3.229
H  0.044  -4.309  0.776
H  -0.714  0.111  -3.542
H  -0.849  2.557  -3.067
H  -0.629  3.332  -0.694
C  3.366  -0.729  -0.411
P  3.164  -1.736  -1.882
C  4.679  -2.668  -2.066
C  3.084  -0.599  -3.264
O  1.967  -2.645  -1.804
H  4.305  -0.177  -0.450
H  3.368  -1.383  0.463
H  2.540  -0.020  -0.323
H  5.536  -1.995  -2.117
H  4.631  -3.262  -2.978
H  4.796  -3.338  -1.215
H  3.913  0.109  -3.243
H  2.142  -0.050  -3.216
H  3.116  -1.166  -4.194
F  -4.244  -4.228  -7.380
C  -3.233  -3.984  -6.557
C  -3.251  -4.391  -5.290
N  -2.187  -4.143  -4.426
C  -2.284  -4.619  -3.040
C  -3.047  -3.575  -2.214
O  -4.262  -3.627  -2.243
O  -2.339  -2.654  -1.649
C  -1.150  -3.364  -4.803
O  -0.230  -3.005  -4.044
N  -1.134  -2.982  -6.109
C  -2.099  -3.245  -7.102
O  -1.955  -2.855  -8.228
H  -4.092  -4.919  -4.864
H  -1.272  -4.811  -2.684
H  -2.830  -5.557  -3.046
H  -0.338  -2.433  -6.404

---

6.
Here is CH3BrO3P as an isolated structure in a non-equilibrium geometry from the Open Molecules 2025 dataset. Energies are from the ωB97M-V functional and the def2-TZVPD basis.

## Properties
Multiplicity ... 1
E_LUMO ... 1.61 eV
Energy relative to the best compared isomer or geometry (same formula, charge and spin) ... 1.204 eV
HOMO-LUMO gap ... 6.56 eV
Electronic energy ... -86561.2408 eV
Net charge ... -1

Atoms and positions in Å:
C  1.036  0.732  -0.059
O  0.027  -1.822  -0.798
O  -1.378  0.308  -1.101
O  -0.717  -0.364  1.282
P  -0.404  -0.455  -0.305
Br  -2.634  -1.422  1.347
H  1.454  0.784  -1.024
H  0.696  1.669  0.167
H  1.920  0.569  0.491